(1)
Entry from the OMol25 dataset: 2 unconnected molecules or ions with the total composition C5H11O2 at a distorted geometry (ωB97M-V with the def2-TZVPD basis set).

Results
HOMO level   -3.79 eV
Total charge   -1
E_tot   -9459.4131 eV
HOMO-LUMO gap   7.421 eV
ΔE to the lowest compared entry with this formula, charge and spin   0.616 eV
Spin multiplicity   1

Last column: natural (NBO) charge in e.
Element x y z (Å)
C: -2.05703 0.63232 -0.04432  -0.399
C: -2.76297 -0.71608 0.21740  -0.619
C: -0.53640 0.58731 0.22466  -0.616
H: -2.18273 0.93289 -1.08233  0.186
H: -2.53691 1.37660 0.59588  0.183
H: -2.01578 -1.48812 0.43660  0.204
H: -3.32366 -0.94586 -0.68470  0.200
H: -0.01432 0.30501 -0.69760  0.211
H: -0.12330 1.57017 0.44038  0.232
H: -3.29075 -0.69211 1.16718  0.199
H: -0.22843 -0.18452 0.91686  0.214
C: 2.63751 -0.77320 -0.55435  -0.752
C: 2.78206 0.60318 0.15450  0.760
O: 3.06846 1.62222 -0.50600  -0.783
O: 2.60589 0.49983 1.40274  -0.814
H: 1.70232 -1.17979 -0.18930  0.206
H: 3.42749 -1.43096 -0.17331  0.197
H: 2.84857 -0.71889 -1.62429  0.190

---

(2)
Entry from the OMol25 dataset: 2 unconnected molecules or ions with the total composition C4H9N at a distorted geometry (ωB97M-V with the def2-TZVPD basis set).

Results
HOMO level   -7.23 eV
E_tot   -5778.7283 eV
HOMO-LUMO gap   4.807 eV
ΔE to the lowest compared entry with this formula, charge and spin   5.084 eV
Spin multiplicity   1

Last column: natural (NBO) charge in e.
Element x y z (Å)
C: -1.26427 0.37542 0.93795  -0.440
C: -0.74006 -0.41997 -0.06018  -0.010
C: -0.78367 -0.12653 -1.42482  0.141
C: 2.20083 1.24983 0.41365  -0.854
N: -0.13533 -1.64996 -0.03037  -0.801
H: -1.33314 0.01000 1.94915  0.203
H: 2.57354 0.28964 0.05944  0.221
H: -1.38244 1.43323 0.73538  0.192
H: -0.10163 -0.62216 -2.10327  0.218
H: -1.54339 0.50660 -1.87790  0.180
H: 2.36523 1.27412 1.48930  0.214
H: 1.14552 1.30710 0.19130  0.205
H: 2.72320 2.07032 -0.07448  0.208
H: -0.01386 -1.96487 0.93024  0.323